Molecular formula: C60H70N9O4S3Tl
Method: DFT, ωB97M-V/def2-TZVPD

Structure (XYZ):
```
147
Properties=species:S:1:pos:R:3:lowdin_charge:R:1
Tl 0.49285 -0.04677 0.01888 0.88
C -4.84580 -0.45410 -4.25688 -0.08
C -3.39594 -0.91558 -4.44481 -0.18
C -2.72677 -1.26400 -3.15376 -0.12
C -2.39023 -2.48535 -2.67173 -0.12
C -2.59851 -3.82685 -3.30397 -0.20
C -3.93339 -4.46555 -2.90848 -0.08
C -1.75849 -2.25280 -1.36270 -0.22
N -1.69425 -0.98991 -1.06823 0.09
C -2.27220 -0.30886 -2.15116 -0.19
C -2.34969 1.03598 -2.09525 -0.02
C -1.81502 2.69246 -0.23811 -0.45
C -1.23897 4.03234 -0.69060 -0.08
C -1.40627 4.72354 -2.01406 -0.17
C -2.78490 5.22536 -2.44002 -0.09
C -0.36434 4.37854 0.26731 -0.11
C -0.24612 3.22718 1.21865 -0.25
C 0.74228 3.11402 2.24308 0.03
C 1.03862 1.92281 2.88120 -0.25
N 0.49719 0.71941 2.60321 0.04
C 1.03192 -0.16671 3.48271 -0.25
C 0.82474 -1.51836 3.51585 0.01
C 0.17304 -2.35599 2.55696 -0.26
N -0.33710 -2.00279 1.39721 0.05
C -0.74300 -3.18156 0.76016 -0.22
C -1.32886 -3.30270 -0.44859 0.05
C -0.43719 -4.33570 1.63052 -0.13
C 0.12282 -3.82982 2.74069 -0.14
C 0.59360 -4.57207 3.94994 -0.19
C -0.44143 -4.54797 5.07925 -0.08
C -0.61372 -5.77364 1.26237 -0.18
C 0.63404 -6.32398 0.56250 -0.08
C 1.98452 0.52734 4.40415 -0.14
C 2.01664 1.80898 4.00785 -0.13
C 2.82193 2.94411 4.55574 -0.20
C 2.04394 3.79442 5.56671 -0.08
C 2.72221 -0.12808 5.52564 -0.20
C 1.83229 -0.34351 6.75555 -0.08
N -1.08572 2.28477 0.92490 0.08
C 0.47306 5.61827 0.36519 -0.19
C 1.85007 5.46144 -0.28115 -0.08
H -5.30885 -0.21545 -5.21528 0.07
H -4.90367 0.43188 -3.62287 0.07
H -5.43737 -1.23418 -3.77548 0.07
H -2.82172 -0.13075 -4.94477 0.11
H -3.37650 -1.78417 -5.10537 0.10
H -1.77445 -4.48675 -3.02296 0.10
H -2.54612 -3.72707 -4.38998 0.11
H -4.02064 -4.54602 -1.82302 0.07
H -4.03687 -5.46561 -3.33323 0.07
H -4.76924 -3.85754 -3.25888 0.07
H -2.89149 1.67835 -2.78138 0.15
H -1.04107 4.03665 -2.78524 0.10
H -0.70950 5.56493 -2.02309 0.10
H -3.50620 4.41825 -2.54067 0.05
H -2.69393 5.73257 -3.40187 0.07
H -3.19700 5.92495 -1.71350 0.08
H 1.31983 3.99220 2.50208 0.09
H 1.28957 -2.04508 4.33943 0.09
H -1.54430 -4.31546 -0.76971 0.10
H 1.53194 -4.14186 4.30816 0.11
H 0.82140 -5.60402 3.67479 0.11
H -0.69244 -3.52127 5.35226 0.07
H -0.06756 -5.05648 5.96933 0.07
H -1.36327 -5.03970 4.76478 0.08
H -1.47947 -5.89256 0.60803 0.10
H -0.82773 -6.35731 2.16022 0.11
H 0.87934 -5.72096 -0.31488 0.03
H 0.48657 -7.35754 0.24568 0.07
H 1.49649 -6.28703 1.23002 0.08
H 3.15378 3.57872 3.72895 0.10
H 3.72512 2.55304 5.03086 0.10
H 1.15811 4.23344 5.10573 0.07
H 2.66178 4.60252 5.96110 0.07
H 1.70945 3.18027 6.40411 0.07
H 3.58411 0.48397 5.80272 0.10
H 3.11730 -1.09113 5.19079 0.11
H 1.52865 0.61393 7.18153 0.07
H 2.35636 -0.90996 7.52668 0.07
H 0.92579 -0.88795 6.48735 0.07
H 0.60506 5.86164 1.42187 0.11
H -0.05968 6.45939 -0.08250 0.11
H 2.38131 4.61314 0.15462 0.06
H 2.45615 6.35820 -0.14081 0.08
H 1.75114 5.27831 -1.35043 0.06
N 3.88414 -2.03809 -3.20395 0.12
C 4.02258 -3.40930 -3.51247 -0.24
C 5.14487 -3.86159 -4.18598 -0.02
C 5.29597 -5.21411 -4.46476 -0.09
C 4.30966 -6.11282 -4.09490 -0.09
C 3.16901 -5.65315 -3.44518 -0.10
C 3.03104 -4.31097 -3.13402 -0.44
S 1.61273 -3.72628 -2.25513 0.96
N 1.60856 -2.07788 -2.57907 -0.22
C 2.64116 -1.45910 -2.97780 -0.36
C 2.55117 0.03870 -3.11718 -0.19
C 3.80576 0.88114 -3.18885 -0.11
C 3.58205 2.40384 -3.41604 -0.17
C 2.15263 2.81109 -3.30767 -0.03
C 1.20324 1.92411 -3.04500 -0.11
N 1.39302 0.52645 -2.98972 0.10
H 4.60532 -1.45122 -3.59031 0.12
H 5.91478 -3.15477 -4.47575 0.12
H 6.18707 -5.55780 -4.97303 0.10
H 4.41977 -7.16693 -4.31122 0.10
H 2.38523 -6.34552 -3.16066 0.10
H 4.55459 0.49085 -3.87865 0.15
H 4.04402 2.80299 -4.32103 0.15
H 1.90472 3.86044 -3.41318 0.11
H 0.17737 2.22274 -2.88307 0.08
C 6.79054 1.07303 3.40644 -0.10
C 5.61104 0.25396 2.89702 -0.23
C 5.07040 0.81391 1.58929 -0.18
N 3.96068 0.02016 1.05405 0.00
C 4.07715 -1.23337 0.54804 -0.84
S 2.98156 -2.42102 0.88764 0.73
N 5.11475 -1.52396 -0.32066 0.11
C 6.01570 -0.83014 -1.12869 -0.42
O 6.95766 -1.46003 -1.56418 0.08
C 5.79387 0.59049 -1.54058 -0.12
C 6.90241 1.28148 -1.82214 0.00
C 6.87691 2.67263 -2.28076 -0.06
C 5.73216 3.33962 -2.39353 -0.04
C 4.40539 2.70924 -2.12376 -0.17
C 4.43279 1.18376 -1.79246 -0.12
H 7.17104 0.67497 4.34704 0.07
H 6.50465 2.11378 3.57715 0.07
H 7.61208 1.06752 2.68656 0.07
H 4.80553 0.24236 3.63767 0.09
H 5.90816 -0.78680 2.74074 0.12
H 5.86643 0.89684 0.85102 0.10
H 4.67923 1.82204 1.74448 0.13
H 3.11890 0.08254 1.61743 0.07
H 5.24354 -2.52237 -0.41980 0.13
H 7.86073 0.79435 -1.69108 0.12
H 7.82035 3.15773 -2.49631 0.10
H 5.73100 4.38201 -2.69651 0.12
H 3.84432 3.31124 -1.40702 0.13
H 3.72381 0.93542 -1.00420 0.12
C -3.52215 3.30949 1.98291 -0.13
S -3.61439 2.75937 0.31142 0.70
O -4.32507 3.76304 -0.44674 -0.32
O -4.07355 1.39657 0.28551 -0.28
O -1.68564 1.56592 -1.06062 -0.12
H -4.56130 3.31159 2.31102 0.08
H -3.11126 4.31747 1.99651 0.07
H -2.91762 2.61516 2.55879 0.07
```

Computed properties:
Energy above the lowest of the compared OMol25 structures with the same formula, charge and spin: 49.57 kJ/mol
2S+1: 1
HOMO: -6.36 eV
LUMO energy: -1.00 eV
HOMO-LUMO gap: 5.364 eV
Charge: 0